(1)
{
  "formula": "C6H12O",
  "method": "ωB97M-V with the def2-TZVPD basis set",
  "total_charge": 0,
  "homo_energy_ev": -9.9,
  "species": ["C", "C", "C", "C", "O", "C", "C", "H", "H", "H", "H", "H", "H", "H", "H", "H", "H", "H", "H"],
  "positions_angstrom": [[0.80458, -1.99105, 0.34750], [-0.10012, -0.75204, 0.31059], [-0.86672, -0.59810, 1.62324], [0.79751, 0.43451, 0.03773], [1.23739, 0.56490, -1.30957], [0.53856, 1.66069, -0.72944], [-0.76331, 2.18967, -1.29357], [0.23067, -2.90641, 0.52365], [1.35654, -2.10454, -0.59093], [1.53774, -1.90208, 1.16041], [-0.80651, -0.85307, -0.52366], [-0.17670, -0.44081, 2.46195], [-1.44200, -1.50460, 1.84182], [-1.56136, 0.24802, 1.59027], [1.59132, 0.54107, 0.78643], [1.22359, 2.47743, -0.48513], [-0.80064, 2.14402, -2.38832], [-0.77433, 3.24401, -1.00650], [-1.66838, 1.72308, -0.89106]]
}

(2)
{
  "formula": "C44H41F8N4OPS3SiV",
  "method": "ωB97M-V with the def2-TZVPD basis set",
  "total_charge": 0,
  "s_squared": 0.774,
  "spin_multiplicity": 2,
  "homo_energy_ev": [-6.5, -6.5],
  "species": ["V", "C", "Si", "C", "C", "C", "C", "C", "C", "N", "C", "S", "H", "H", "H", "H", "H", "H", "H", "H", "H", "H", "H", "H", "F", "C", "C", "F", "C", "F", "C", "S", "C", "F", "C", "F", "C", "O", "H", "H", "H", "H", "C", "N", "C", "N", "S", "H", "H", "H", "H", "H", "H", "F", "C", "F", "F", "C", "C", "C", "C", "C", "C", "C", "C", "H", "H", "H", "H", "N", "P", "C", "C", "C", "C", "C", "C", "C", "C", "C", "C", "C", "C", "C", "C", "C", "C", "C", "C", "H", "H", "H", "H", "H", "H", "H", "H", "H", "H", "H", "H", "H", "H", "H"],
  "positions_angstrom": [[-0.00013, 1.78645, 1.66421], [0.34048, -4.20725, -5.45782], [-0.30407, -2.51077, -4.90199], [-0.46186, -1.41149, -6.41297], [-2.04762, -2.73193, -4.19266], [0.93202, -1.89800, -3.63005], [1.91409, -2.66593, -3.08319], [2.81001, -2.12287, -2.14860], [2.67333, -0.76319, -1.86352], [1.65330, -0.02809, -2.26671], [0.74351, -0.54080, -3.11646], [-0.69324, 0.38295, -3.40910], [-0.12177, -4.50328, -6.37636], [0.04305, -4.93383, -4.75624], [1.40750, -4.22090, -5.51632], [-1.11761, -1.88226, -7.14431], [0.47665, -1.16527, -6.84269], [-0.95940, -0.45396, -6.12065], [-2.04595, -2.66451, -3.12455], [-2.54093, -3.65420, -4.46807], [-2.59298, -1.85957, -4.53793], [2.00109, -3.70806, -3.30953], [3.63338, -2.67004, -1.69915], [3.35865, -0.23210, -1.22696], [3.41870, 0.71622, 7.41663], [2.42182, 0.89571, 6.58054], [2.50676, 1.83216, 5.51860], [3.61932, 2.55759, 5.29444], [1.40983, 2.02070, 4.68677], [1.54406, 2.89500, 3.68618], [0.23372, 1.27093, 4.82243], [-1.13112, 1.49232, 3.72577], [0.19837, 0.33474, 5.84462], [-0.86302, -0.42447, 6.02568], [1.24971, 0.14542, 6.74228], [1.11012, -0.73070, 7.72377], [-0.23945, 5.07175, 2.17495], [-0.83715, 3.78427, 1.90135], [0.50841, 5.01689, 3.00848], [-1.04820, 5.77375, 2.32775], [0.26131, 5.39822, 1.27104], [-1.45018, 3.62504, 2.60541], [-0.26338, 3.60067, -2.81670], [0.42979, 2.92181, -1.69772], [1.14368, 3.58436, -0.81126], [1.40238, 4.92661, -0.97138], [1.88105, 2.82712, 0.54449], [-1.00691, 2.91404, -3.17927], [0.43698, 3.80071, -3.65323], [-0.74544, 4.50914, -2.45651], [0.49515, 1.88809, -1.75618], [1.22146, 5.31412, -1.88765], [2.15841, 5.25332, -0.42321], [7.92187, -2.82228, 3.27312], [7.47614, -2.83980, 1.98949], [7.45300, -4.09937, 1.58929], [8.34577, -2.15023, 1.28966], [6.09580, -2.22727, 1.93943], [5.95703, -0.98466, 2.52872], [4.74132, -0.37514, 2.46202], [3.64408, -1.01533, 1.89489], [3.81573, -2.25051, 1.31913], [5.01888, -2.87241, 1.36018], [2.37182, -0.32953, 1.95636], [1.34557, 0.30466, 2.04257], [6.88057, -0.53918, 2.97803], [4.60061, 0.63761, 2.83536], [2.90672, -2.70308, 0.83361], [5.22299, -3.85050, 0.92464], [-1.12907, 1.16665, 0.59949], [-2.43187, 0.23244, 0.25400], [-3.65516, 0.44016, 1.64711], [-3.52474, -0.31212, 2.79109], [-4.31678, -0.01445, 3.89159], [-5.14428, 1.11832, 3.82768], [-5.24884, 1.91954, 2.69986], [-4.45680, 1.55643, 1.62127], [-3.20954, 0.87390, -1.18459], [-2.89029, 2.17485, -1.56585], [-3.33638, 2.64543, -2.78362], [-4.02642, 1.83573, -3.67037], [-4.29166, 0.53858, -3.29025], [-3.88700, 0.06495, -2.06538], [-2.10248, -1.50401, 0.03239], [-3.13339, -2.40135, 0.06312], [-2.88268, -3.68959, -0.29479], [-1.61007, -4.07365, -0.62448], [-0.54670, -3.16782, -0.62301], [-0.80417, -1.83657, -0.32658], [-2.82814, -1.12287, 2.77381], [-4.31479, -0.57698, 4.81316], [-5.69821, 1.40526, 4.72446], [-5.83364, 2.85894, 2.79195], [-4.38319, 2.12438, 0.72150], [-2.32869, 2.81493, -0.91803], [-3.08510, 3.66886, -3.03476], [-4.33247, 2.26200, -4.60938], [-4.79741, -0.18951, -3.93937], [-4.01571, -0.99509, -1.84313], [-4.09228, -2.11076, 0.47142], [-3.65437, -4.45369, -0.32013], [-1.38448, -5.09828, -0.88442], [0.44065, -3.49450, -0.90845], [-0.02946, -1.09976, -0.36022]]
}

(3)
{
  "formula": "C5H13N2O",
  "method": "ωB97M-V with the def2-TZVPD basis set",
  "total_charge": 1,
  "homo_energy_ev": -14.1,
  "species": ["C", "N", "C", "C", "C", "N", "C", "O", "H", "H", "H", "H", "H", "H", "H", "H", "H", "H", "H", "H", "H"],
  "positions_angstrom": [[1.57444, 1.27616, -1.56180], [1.22244, 0.50078, -0.36515], [-0.19439, -0.07291, -0.38280], [-0.39729, -1.27600, -1.36743], [-0.58620, -0.23781, 1.16495], [-0.11694, 0.89007, 1.89734], [-1.77351, -1.04433, 1.60647], [-0.40557, -1.46843, 1.72611], [0.90639, 2.30344, -1.49395], [2.54229, 1.62003, -1.59892], [1.24719, 0.61951, -2.48464], [1.91458, -0.23215, -0.23769], [1.22583, 1.06799, 0.52734], [-0.69255, 0.80017, -0.69166], [0.62080, -1.56293, -1.77074], [-1.05026, -1.05476, -2.26020], [-0.75782, -2.16714, -0.87684], [-0.74385, 1.63660, 1.89067], [0.04821, 0.66264, 2.81280], [-2.21597, -0.73898, 2.59616], [-2.36780, -1.52194, 0.86997]]
}

Energy (computed, Ha): -311.0116, -5563.8857, -382.7540